Density functional theory data (ωB97M-V/def2-TZVPD) for 11 unconnected molecules or ions with the total composition C25H72N4O11 at a distorted geometry.

The value obtained for the lowest unoccupied orbital energy is 0.008 Ha. The net charge is 0. The structure (SMILES) is NC(N)=O.NC(N)=O.CC(C)O.CC(C)O.CC(C)O.CC(C)O.CC(C)O.CC(C)O.CC(C)O.CO.CO. The gap between HOMO and LUMO comes out at 0.3200 Eh. As for the spin multiplicity: 1. The HOMO energy is -8.5 eV. The maximum force is 0.258 hartree/bohr.

Last column: Löwdin charge in e.
Atoms and positions in Å:
O  -2.76989  2.12218  0.64512  -0.033
O  -1.56231  1.43529  4.09507  -0.085
O  -3.24128  0.24534  -1.65365  -0.067
O  1.63261  -3.79976  1.09008  0.006
O  -2.02530  -2.29844  3.00431  0.024
O  3.67567  -3.38647  -3.15282  0.043
O  -0.34211  3.79864  4.66762  0.040
O  -1.12561  -1.16793  -5.29754  0.003
O  2.40965  4.13400  -1.77836  0.078
O  -0.26169  1.11526  0.61710  -0.128
O  4.32753  -0.24944  1.15045  -0.098
N  -4.52914  -1.68425  -1.51738  0.183
N  -2.91195  -1.54764  -3.07913  0.170
N  -0.63141  -0.42363  5.12756  0.173
N  0.27241  0.23604  3.29191  0.204
C  0.07690  0.16123  -3.88224  -0.026
C  -0.35571  -5.02956  1.23535  -0.014
C  0.20578  3.96767  3.60033  -0.706
C  0.17444  -2.41559  -3.97176  -0.027
C  1.39243  4.88884  3.75649  -0.035
C  4.34848  -2.64548  -1.25413  -0.039
C  2.13315  4.01103  0.45671  -0.024
C  -3.57465  -3.23953  1.59754  0.011
C  2.46548  2.01407  -0.99585  -0.027
C  -1.84723  3.13334  -1.09150  -0.041
C  -2.45575  -2.25103  1.85827  -0.688
C  0.47193  -3.79891  -0.76469  -0.045
C  2.96382  -0.66803  1.16452  -0.159
C  1.95349  3.40383  -0.92948  -0.691
C  -2.85053  -0.85037  1.67570  -0.046
C  -0.03489  -1.07658  -4.70426  -0.656
C  -0.68867  4.36967  2.42452  -0.021
C  -3.07446  2.93319  -0.27448  -0.645
C  0.82798  -4.54482  0.44824  -0.636
C  -0.08945  -0.10935  -0.02893  -0.168
C  -3.66398  4.25026  0.17158  -0.020
C  4.13191  -2.33406  -2.66523  -0.713
C  3.29162  -1.16596  -2.72331  -0.058
C  -0.63212  0.42830  4.14763  -0.647
C  -3.57709  -0.98340  -2.06184  -0.611
H  2.13116  1.52649  -1.89943  0.067
H  -0.51919  -2.54919  -3.10499  0.060
H  -1.04915  3.67430  -0.53593  0.094
H  -0.59393  -4.39220  2.05325  0.061
H  -0.48653  0.27108  -2.89879  0.087
H  -2.11803  3.70097  -1.94281  0.075
H  3.37649  -2.95709  -0.80465  0.084
H  -0.03373  -3.35428  -4.48237  0.089
H  0.25190  0.59574  2.32624  0.091
H  -1.55639  2.18619  -1.61402  0.089
H  5.11297  -3.39213  -1.00858  0.104
H  -0.69279  2.90200  4.78197  0.080
H  -1.23802  -1.72781  3.14379  0.104
H  3.08379  -0.95798  -3.74148  0.073
H  -0.98187  -0.65995  -0.34838  0.082
H  -0.03989  1.04307  -4.58780  0.119
H  -3.76245  2.36416  -0.87321  0.117
H  -2.79109  -2.57256  -3.02971  0.122
H  0.46287  -0.73347  0.66024  0.056
H  0.55983  0.00078  -0.86706  0.048
H  2.30746  -1.33953  -2.22807  0.095
H  -1.34006  -5.12193  0.74439  0.074
H  -2.01086  -0.15092  1.72267  0.063
H  -4.19582  -2.89922  0.78532  0.051
H  -4.81813  -2.46487  -1.95951  0.069
H  -0.20004  4.98281  1.71401  0.049
H  0.62981  3.05240  3.37014  0.095
H  1.34331  -3.74501  -1.45704  0.088
H  -4.62118  4.18122  0.69922  0.083
H  3.54223  2.02854  -1.02399  0.093
H  3.35196  4.18115  -1.68102  0.120
H  2.11606  1.46901  -0.16371  0.039
H  0.92314  3.30198  -1.08984  0.109
H  -3.25149  -0.83723  0.67333  0.052
H  -5.02860  -1.19830  -0.73753  0.157
H  3.76027  -0.20134  -2.49615  0.105
H  -1.16825  3.46819  1.97383  0.073
H  1.71378  4.98984  0.47284  0.071
H  -3.61342  -0.52423  2.37390  0.109
H  1.50339  -5.34057  0.11420  0.151
H  1.10955  0.15019  -3.50774  0.045
H  2.46814  -4.23090  1.24038  0.116
H  3.31880  -3.11343  -4.02459  0.135
H  -0.27372  -4.27843  -1.27354  0.049
H  -1.27713  -0.31828  5.91215  0.141
H  5.10541  -2.20577  -3.08281  0.146
H  1.94105  5.06048  2.81289  0.052
H  0.73622  -1.07937  -5.46877  0.141
H  0.18754  -0.99467  5.31942  0.127
H  2.61127  -0.83809  0.16314  0.048
H  3.16381  3.96616  0.83081  0.099
H  -4.13941  -3.47206  2.45854  0.078
H  -3.90848  4.75412  -0.76125  0.085
H  -2.18172  -1.00449  -3.54915  0.070
H  2.32803  0.08018  1.65386  0.074
H  4.58413  -1.68401  -0.78215  0.063
H  4.83327  -0.93699  0.71710  0.041
H  2.84054  -1.56751  1.65571  0.047
H  0.94227  -0.48039  3.48158  0.116
H  1.02029  5.87459  4.10261  0.092
H  -3.37333  2.17402  1.41835  0.155
H  -3.08962  -4.13469  1.19378  0.061
H  2.15094  4.45901  4.45189  0.091
H  -0.05671  -6.01462  1.61183  0.087
H  -1.56922  4.88987  2.71243  0.065
H  1.54718  3.45496  1.18901  0.062
H  1.17076  -2.50030  -3.50907  0.040
H  0.05290  -2.81065  -0.49312  0.085
H  -1.04579  -0.97058  -6.23674  0.141
H  -3.07938  4.84547  0.85194  0.065
H  -1.07137  1.52884  0.28245  0.038
H  -1.61575  -2.38072  1.19627  0.116